1.
Below is the ion C4H8NOS with charge -1, with properties calculated with ωB97M-V/def2-TZVPD.

```
15
Properties=species:S:1:pos:R:3:lowdin_charge:R:1
C 0.457 1.852 0.820 -0.16
N -0.206 1.019 -0.166 -0.09
C -0.111 -0.459 0.107 -0.45
C -1.467 -1.021 -0.210 -0.30
O -2.463 -0.665 0.401 -0.01
C 0.868 -1.081 -0.909 -0.67
S 0.845 -2.908 -0.471 0.13
H 0.790 2.754 0.298 0.06
H 1.280 1.268 1.243 0.07
H -0.062 2.144 1.755 0.07
H -1.135 1.321 -0.389 0.08
H 0.232 -0.745 1.099 0.11
H -1.553 -1.898 -0.874 0.07
H 1.895 -0.735 -0.765 0.03
H 0.630 -0.846 -1.939 0.04
```

Its SMILES is CN[C@@H](C=O)C[S-]. The value obtained for the HOMO-LUMO gap is 6.48 eV. The charge is -1. For the maximum force, the calculation gives 3.123 eV/A. As for the multiplicity: 1.

---

2.
Below is a structure of composition C4H12N2, with properties calculated with ωB97M-V/def2-TZVPD.

```
18
Properties=species:S:1:pos:R:3:lowdin_charge:R:1
C 0.609 1.429 -1.739 -0.14
N -0.020 0.120 -1.582 -0.14
C -1.014 0.048 -0.517 -0.27
C -0.524 0.373 0.880 -0.20
C -0.050 -0.882 1.658 -0.21
N 0.907 -1.749 0.559 0.02
H 1.639 1.425 -1.369 0.07
H 0.074 2.243 -1.239 0.08
H 0.702 1.640 -2.798 0.06
H 0.673 -0.559 -1.302 0.06
H -1.753 0.770 -0.876 0.11
H -1.542 -0.894 -0.659 0.11
H 0.327 1.044 0.837 0.10
H -1.271 0.804 1.542 0.10
H 0.618 -0.582 2.449 0.10
H -0.956 -1.271 2.140 0.11
H 1.657 -1.992 1.192 0.03
H -0.075 -1.967 0.823 0.00
```

The value obtained for the HOMO-LUMO gap is 9.29 eV. For the maximum force, the calculation gives 4.123 eV/A. As for the multiplicity: 1.

---

Energy relative to the best compared isomer or geometry (same formula, charge and spin) / kcal per mole: 39.9 86.1
Total energy / Ha: -685.39242 -268.97921
HOMO energy / eV: -2.7022 -8.3556